{
  "formula": "C42H71N3O2P2S",
  "method": "ωB97M-V with the def2-TZVPD basis set",
  "e_lumo_ev": 0.4331,
  "energy_ha": -3038.6529,
  "homo_ev": -7.9274,
  "homo_lumo_gap_ev": 8.360,
  "smiles": "Cc1c(CCCCCCCCCCCCn2cccc2)cc2c(c1P(C)O)Sc1c(cccc1P(N)O)N2.CCCCCC.CCCCCC",
  "species": ["C", "C", "C", "C", "C", "C", "C", "C", "C", "C", "C", "C", "C", "C", "C", "N", "C", "C", "C", "C", "C", "C", "C", "C", "P", "C", "O", "S", "C", "C", "C", "C", "C", "C", "P", "N", "O", "N", "H", "H", "H", "H", "H", "H", "H", "H", "H", "H", "H", "H", "H", "H", "H", "H", "H", "H", "H", "H", "H", "H", "H", "H", "H", "H", "H", "H", "H", "H", "H", "H", "H", "H", "H", "H", "H", "H", "H", "H", "H", "H", "H", "C", "C", "C", "C", "C", "C", "H", "H", "H", "H", "H", "H", "H", "H", "H", "H", "H", "H", "H", "H", "C", "C", "C", "C", "C", "C", "H", "H", "H", "H", "H", "H", "H", "H", "H", "H", "H", "H", "H", "H"],
  "positions_angstrom": [[3.20443, 3.04074, 3.02026], [3.41695, 1.96136, 1.98848], [3.01967, 2.25072, 0.66310], [2.41030, 3.59923, 0.35079], [2.12336, 3.83953, -1.12598], [1.50229, 5.20430, -1.41533], [0.33094, 5.60726, -0.50701], [-0.71696, 4.51436, -0.26275], [-1.36784, 4.68878, 1.13887], [-2.80378, 4.17242, 1.19042], [-2.86485, 2.64665, 1.47385], [-4.15404, 2.29553, 2.21727], [-4.58746, 0.83363, 2.10409], [-4.85683, 0.43152, 0.65834], [-5.59969, -0.90747, 0.59877], [-5.31910, -1.67304, -0.60418], [-4.13919, -2.28479, -0.90313], [-4.27409, -2.91179, -2.11964], [-5.58608, -2.66197, -2.56984], [-6.20657, -1.89265, -1.61640], [3.20232, 1.27817, -0.30998], [3.78389, 0.04495, -0.02648], [4.16916, -0.22717, 1.27690], [3.98009, 0.71282, 2.31827], [4.43261, 0.37848, 4.07860], [6.23338, 0.09675, 4.04651], [3.92006, -1.16995, 4.35122], [4.95761, -1.78974, 1.60660], [4.19065, -2.81814, 0.37610], [3.78002, -2.23731, -0.82164], [3.16440, -3.03894, -1.77962], [2.98864, -4.39931, -1.56660], [3.42980, -4.96468, -0.37475], [4.02270, -4.18886, 0.61965], [4.57566, -4.88400, 2.23037], [6.29320, -4.64384, 2.12128], [4.45619, -6.51084, 1.94048], [3.96331, -0.85274, -1.12500], [2.17060, 3.37600, 3.02168], [3.85914, 3.88613, 2.81774], [3.42970, 2.69394, 4.02017], [3.08994, 4.36333, 0.72964], [1.49492, 3.69744, 0.93050], [3.05579, 3.74416, -1.68002], [1.44111, 3.06836, -1.47901], [2.26446, 5.98136, -1.40813], [1.12808, 5.18246, -2.44059], [-0.18337, 6.42885, -0.99859], [0.72331, 5.94426, 0.45055], [-1.52816, 4.55559, -0.98411], [-0.29119, 3.51417, -0.28902], [-0.74050, 4.20227, 1.88219], [-1.37422, 5.76098, 1.33414], [-3.30777, 4.35149, 0.24484], [-3.34957, 4.66104, 1.99646], [-2.81666, 2.14257, 0.51051], [-1.98162, 2.35156, 2.03705], [-4.01380, 2.60168, 3.25248], [-4.95171, 2.90882, 1.79332], [-3.82748, 0.19593, 2.55626], [-5.50714, 0.70113, 2.67705], [-3.93331, 0.31939, 0.09880], [-5.43602, 1.22156, 0.18282], [-6.67225, -0.74848, 0.63654], [-5.30126, -1.50005, 1.46112], [-3.29087, -2.23510, -0.24715], [-3.51018, -3.48859, -2.60346], [-6.01128, -3.02250, -3.48683], [-7.20542, -1.50341, -1.62999], [2.90134, 1.44790, -1.33004], [6.60291, -0.52470, 3.23351], [6.46498, -0.42248, 4.97519], [6.74250, 1.05244, 4.09015], [3.01667, -1.29250, 4.04444], [2.81839, -2.60486, -2.70472], [2.53152, -5.00957, -2.32777], [3.31255, -6.02711, -0.20399], [6.79017, -5.51908, 1.98741], [6.56020, -4.03155, 1.35633], [5.20050, -6.79608, 1.39308], [4.87323, -0.72795, -1.55698], [6.45501, -4.37527, -3.34679], [6.24763, -5.35717, -4.49543], [5.52990, -6.63618, -4.06585], [6.27381, -7.47146, -3.02233], [7.67884, -7.91071, -3.43227], [7.69697, -8.81209, -4.66340], [7.08075, -4.79959, -2.55960], [6.94652, -3.46664, -3.69985], [5.49994, -4.08837, -2.90367], [7.20996, -5.59465, -4.95671], [5.65080, -4.87135, -5.27201], [5.33245, -7.24710, -4.95103], [4.54863, -6.37136, -3.65900], [5.67520, -8.36041, -2.79913], [6.33705, -6.91027, -2.08490], [8.13018, -8.44981, -2.59497], [8.31286, -7.03736, -3.60716], [7.10726, -9.71487, -4.49221], [8.71631, -9.11900, -4.90158], [7.29487, -8.30514, -5.54157], [-8.68290, 2.55199, 0.40956], [-8.14975, 3.44981, 1.52318], [-9.24172, 4.23958, 2.24229], [-10.01189, 5.22142, 1.35710], [-9.14585, 6.26457, 0.65205], [-8.40054, 7.18488, 1.61460], [-9.17232, 3.12815, -0.37660], [-7.86986, 1.99120, -0.05660], [-9.40261, 1.83138, 0.80356], [-7.39326, 4.12768, 1.11759], [-7.63462, 2.82436, 2.25846], [-8.79410, 4.77827, 3.08194], [-9.95541, 3.53701, 2.68383], [-10.75447, 5.73553, 1.97513], [-10.58103, 4.66743, 0.60547], [-9.79064, 6.87228, 0.01194], [-8.43118, 5.77553, -0.01545], [-9.10002, 7.72026, 2.25970], [-7.81772, 7.92608, 1.06595], [-7.70843, 6.63062, 2.25029]],
  "forces_ev_per_a": [[0.1264, -0.2683, 0.1033], [-0.0556, -0.1187, 0.0295], [0.2438, -0.4003, 0.1496], [0.2716, -0.3133, -0.2142], [-0.0687, 0.1877, 0.4057], [-0.3568, -0.1146, -0.2811], [0.2084, -0.5822, -0.4195], [-0.1817, -0.0128, 1.0853], [-0.2605, 0.4924, -1.1594], [0.5876, -1.0448, 0.7940], [-0.2701, 0.6322, -0.4554], [0.2370, -0.1704, -0.3852], [0.1001, 0.5222, 0.0262], [-0.0505, -0.3443, 0.2618], [0.3492, 0.1672, -0.2312], [-0.3858, 0.2665, 0.1930], [0.0567, -0.1818, -0.2822], [0.1750, 0.1337, 0.3789], [-0.0338, -0.0124, -0.0518], [0.1729, -0.3170, -0.4881], [-0.0247, 0.0914, 0.2911], [-0.1072, 0.5168, 0.0305], [-0.0302, -0.2265, 0.1356], [0.1343, -0.1258, -0.6068], [-0.3213, 0.6083, 0.5115], [-0.0910, -0.5011, 0.0087], [0.1605, -0.0644, -0.1788], [0.0631, -0.1140, -0.2590], [-0.0905, 0.3677, 0.0298], [-0.3253, -0.3994, -0.3439], [-0.0994, -0.2462, 0.0862], [0.3388, 0.2611, 0.4155], [0.0304, -0.1290, 0.0245], [0.2613, 0.2745, -0.4279], [-0.4307, -0.0626, 0.4797], [-0.0870, -0.1351, -0.3936], [0.3936, 0.2782, 0.0073], [0.2820, -0.3277, 0.4149], [-0.0932, 0.1964, -0.0961], [-0.0626, 0.2083, -0.0521], [0.0418, -0.0547, 0.1030], [0.0078, 0.2093, -0.0011], [-0.1284, 0.0894, 0.1045], [0.0272, -0.0744, -0.1897], [0.0218, -0.1405, -0.1230], [0.1025, 0.1225, 0.1736], [0.0511, -0.0224, -0.1448], [0.0426, 0.3952, 0.2464], [-0.0314, 0.1378, 0.1205], [0.0935, 0.0065, -0.3783], [0.0573, -0.1109, -0.2909], [0.0072, 0.0496, 0.2713], [0.0233, 0.1050, 0.2307], [-0.1944, 0.3107, -0.0344], [-0.0809, 0.2469, -0.0228], [0.0520, -0.2471, -0.0268], [0.0422, -0.1531, 0.1659], [-0.2200, -0.0383, 0.1919], [-0.1386, 0.1148, 0.0730], [0.0271, -0.2206, -0.0184], [-0.0523, -0.0685, 0.1274], [0.1692, 0.0732, -0.0466], [-0.0898, 0.0370, -0.2079], [-0.1581, -0.0659, 0.1282], [-0.0754, -0.1607, 0.0997], [0.0556, 0.0365, 0.1850], [0.1000, -0.0907, -0.1287], [-0.1729, 0.0280, -0.1144], [-0.1449, 0.1656, 0.2854], [-0.0445, 0.0323, -0.1531], [0.0649, 0.1362, -0.1070], [-0.0119, -0.0445, 0.1392], [0.0602, 0.2061, -0.1878], [-0.0853, -0.0968, 0.0739], [0.0223, 0.2414, -0.0529], [-0.1010, -0.1095, -0.0811], [-0.0557, -0.0244, 0.0199], [0.0871, 0.0450, 0.2048], [0.0370, 0.0125, 0.0498], [-0.2231, -0.2276, -0.2112], [-0.0232, 0.1657, -0.0581], [0.0970, 0.0678, -0.0901], [-0.0969, 0.0444, 0.0887], [0.0096, -0.0417, -0.0541], [0.0045, 0.0404, 0.0381], [-0.0463, -0.1058, -0.0044], [0.0948, 0.0676, 0.0352], [-0.0068, 0.0012, 0.0123], [0.0005, 0.0065, 0.0257], [0.0078, -0.0316, 0.0504], [-0.0076, -0.0401, -0.0062], [0.0219, -0.0070, -0.0204], [0.0036, -0.0187, 0.0140], [0.0029, 0.0255, -0.0014], [0.0108, -0.0143, -0.0029], [-0.0179, 0.0169, -0.0066], [0.0212, 0.0240, 0.0050], [-0.0184, 0.0218, 0.0106], [-0.0304, 0.0079, -0.0238], [-0.0143, -0.0261, -0.0166], [-0.0163, -0.0109, -0.0038], [0.1379, 0.0324, 0.0103], [-0.0513, -0.1486, 0.0029], [0.0244, 0.0543, 0.0209], [-0.0002, -0.0399, -0.0440], [-0.0471, 0.0779, 0.0824], [0.0388, -0.0246, -0.1170], [-0.0218, -0.0114, -0.0010], [-0.0252, -0.0162, -0.0156], [-0.0386, 0.0194, -0.0184], [-0.0069, 0.0252, 0.0189], [0.0364, 0.0348, 0.0057], [-0.0086, 0.0074, -0.0026], [0.0096, -0.0164, -0.0034], [0.0033, 0.0167, -0.0038], [0.0006, -0.0120, 0.0109], [0.0122, -0.0151, -0.0270], [-0.0113, -0.0247, -0.0024], [0.0078, -0.0185, 0.0343], [-0.0007, 0.0190, 0.0291], [-0.0075, 0.0040, 0.0186]],
  "lowdin_charge": [-0.075, -0.224, -0.155, -0.155, -0.218, -0.202, -0.208, -0.201, -0.208, -0.204, -0.202, -0.219, -0.211, -0.183, -0.137, -0.131, -0.108, -0.104, -0.108, -0.104, 0.039, -0.256, -0.411, -0.305, 0.883, -0.273, -0.357, 1.010, -0.450, -0.266, -0.031, -0.088, -0.093, -0.377, 0.830, -0.190, -0.327, 0.063, 0.078, 0.088, 0.018, 0.126, 0.098, 0.117, 0.105, 0.107, 0.108, 0.110, 0.105, 0.108, 0.096, 0.100, 0.104, 0.108, 0.104, 0.100, 0.110, 0.114, 0.095, 0.116, 0.109, 0.103, 0.108, 0.120, 0.124, 0.115, 0.086, 0.086, 0.110, 0.110, 0.003, 0.040, 0.036, 0.051, 0.114, 0.101, 0.096, 0.023, 0.008, 0.041, 0.141, -0.101, -0.261, -0.224, -0.231, -0.271, -0.111, 0.067, 0.071, 0.051, 0.098, 0.105, 0.102, 0.098, 0.109, 0.093, 0.103, 0.098, 0.075, 0.069, 0.065, -0.103, -0.273, -0.227, -0.229, -0.271, -0.112, 0.067, 0.054, 0.077, 0.095, 0.098, 0.101, 0.110, 0.109, 0.100, 0.104, 0.097, 0.075, 0.068, 0.064]
}